(1)
{"formula": "C17H42MnO21S5", "method": "ωB97M-V with the def2-TZVPD basis set", "spin_multiplicity": 6, "homo_energy_ev": [-10.26, -10.60], "elements": ["Mn", "O", "C", "O", "O", "H", "O", "C", "O", "O", "H", "O", "S", "O", "O", "C", "C", "C", "H", "H", "H", "H", "H", "H", "H", "H", "O", "S", "O", "O", "C", "C", "C", "H", "H", "H", "H", "H", "H", "H", "H", "O", "S", "O", "O", "C", "C", "C", "H", "H", "H", "H", "H", "H", "H", "H", "O", "S", "O", "O", "C", "C", "C", "H", "H", "H", "H", "H", "H", "H", "H", "O", "S", "O", "O", "C", "C", "C", "H", "H", "H", "H", "H", "H", "H", "H"], "coordinates": [[-0.92506, 2.46567, -1.27306], [0.74038, 5.91861, -2.24094], [0.09750, 4.75816, -2.02793], [-0.58026, 4.63250, -1.02408], [0.32378, 3.70659, -2.66272], [1.28106, 5.67091, -2.99454], [0.47948, -1.12860, -1.30791], [-0.00783, 0.12969, -1.28729], [0.70231, 1.07907, -1.36154], [-1.19627, 0.30407, -1.42189], [1.43721, -1.17392, -1.35599], [-9.18002, -1.48115, -1.82701], [-7.82654, -1.47968, -2.43755], [-7.59328, -0.59680, -3.57798], [-6.75955, -1.22750, -1.28770], [-5.42378, -0.84657, -1.57560], [-4.56458, -1.33580, -0.41905], [-7.46811, -3.17367, -2.95668], [-5.32930, 0.23235, -1.69851], [-5.03397, -1.34824, -2.46131], [-4.52078, -2.42264, -0.34863], [-4.91995, -0.92776, 0.52716], [-3.55068, -0.95961, -0.55538], [-7.00616, -3.21579, -3.94305], [-8.41107, -3.71683, -2.89417], [-6.76494, -3.62098, -2.25415], [5.63248, 1.69919, -1.51167], [5.06364, 1.65974, -0.16168], [5.95768, 1.23320, 0.90946], [4.51818, 3.25088, 0.09624], [3.63783, 3.78943, -0.86459], [4.33409, 4.49315, -2.04577], [3.59642, 0.69073, -0.09741], [3.07941, 4.57763, -0.35961], [2.75080, 3.23299, -1.16731], [3.92128, 5.42039, -2.44316], [4.51041, 3.78094, -2.85184], [5.34788, 4.77272, -1.75909], [3.96282, -0.32959, 0.01576], [3.17251, 1.03540, -1.04060], [3.08474, 0.92515, 0.83604], [-1.92980, -4.97992, -3.45897], [-2.59658, -3.84086, -2.83020], [-4.05115, -3.74593, -2.56233], [-1.87396, -3.53548, -1.39968], [-0.57409, -4.05861, -1.17098], [-0.67831, -5.30440, -0.43142], [-2.21722, -2.37943, -3.82453], [0.17392, -3.38091, -0.75951], [-0.07980, -4.14614, -2.13851], [0.28956, -5.80511, -0.40650], [-1.36844, -5.94505, -0.98040], [-1.05323, -5.39747, 0.58783], [-3.07938, -2.06782, -4.41417], [-1.44143, -2.61695, -4.55242], [-1.92909, -1.60313, -3.11571], [2.11494, 3.22461, 1.62882], [0.68752, 3.13352, 1.94373], [-0.20159, 2.51993, 0.96745], [0.52352, 2.25649, 3.34402], [1.34156, 2.76605, 4.39253], [2.55684, 1.83082, 4.46846], [-0.21333, 4.71530, 2.40307], [0.80399, 2.82207, 5.33909], [1.50602, 3.84048, 4.31095], [3.12260, 2.22734, 5.31154], [3.28533, 1.90388, 3.66096], [2.24307, 0.82864, 4.76047], [-0.22383, 5.41381, 1.56636], [0.31882, 5.08884, 3.27792], [-1.20479, 4.46852, 2.78283], [2.16793, -1.90878, 0.46617], [1.84443, -2.86219, 1.52145], [1.68839, -4.29861, 1.16385], [2.85195, -2.62288, 2.81770], [2.93469, -1.30648, 3.41825], [4.46272, -1.02530, 3.55117], [0.21134, -2.45156, 2.27310], [2.42411, -1.29330, 4.38118], [2.31905, -0.63832, 2.81604], [4.82826, -0.47299, 4.41687], [4.89658, -0.71658, 2.60009], [4.85728, -2.01320, 3.78881], [0.13136, -2.90909, 3.25919], [-0.61860, -2.82556, 1.67359], [0.17917, -1.36206, 2.26475]]}

---

(2)
{"formula": "C17H43AsClHgO5PS2Si2Te", "method": "ωB97M-V with the def2-TZVPD basis set", "homo_energy_ev": -1.29, "total_charge": -2, "elements": ["Hg", "C", "C", "O", "P", "S", "S", "O", "C", "C", "H", "H", "H", "H", "H", "H", "H", "H", "H", "H", "C", "Si", "C", "C", "C", "Te", "C", "Si", "C", "C", "C", "H", "H", "H", "H", "H", "H", "H", "H", "H", "H", "H", "H", "H", "H", "H", "H", "H", "H", "H", "H", "H", "H", "C", "As", "C", "C", "O", "H", "H", "H", "H", "H", "H", "H", "H", "H", "Cl", "C", "C", "O", "O", "H", "H"], "coordinates": [[-0.49194, 2.10397, -0.68183], [0.00788, 4.97897, 3.47222], [-0.61502, 3.81622, 2.71019], [-0.05783, 2.55160, 3.08987], [1.25406, 1.90059, 2.30378], [1.49393, 0.18666, 3.33158], [0.28442, 4.24135, -0.99298], [2.37928, 2.97326, 2.99113], [3.65520, 3.06509, 2.41715], [3.87616, 4.45037, 1.83207], [-0.50847, 5.90836, 3.20771], [1.05922, 5.07289, 3.19977], [-0.05859, 4.81337, 4.55279], [-0.49357, 3.98913, 1.63957], [-1.68295, 3.75376, 2.93624], [3.79020, 2.31322, 1.62933], [4.39896, 2.85200, 3.19050], [3.08964, 4.66615, 1.10205], [4.85196, 4.51554, 1.33568], [3.82952, 5.20176, 2.62497], [-4.99040, 0.87658, -0.35670], [-4.52023, -0.93528, -0.33803], [-6.00853, -1.89708, 0.35058], [-4.33304, -1.58862, -2.06818], [-3.15272, -1.19868, 0.90487], [-1.11350, -0.60637, 0.44317], [-0.89878, -2.19979, -0.97371], [-0.05664, -3.63476, -0.13806], [1.59166, -3.16492, 0.59019], [-1.12121, -4.39603, 1.21157], [0.24978, -5.01305, -1.39509], [-5.85092, 1.05773, -1.00982], [-4.15033, 1.47467, -0.72965], [-5.24075, 1.23057, 0.64942], [-6.90546, -1.71613, -0.25820], [-6.24110, -1.61710, 1.38758], [-5.80725, -2.97672, 0.33261], [-5.25384, -1.37425, -2.62405], [-4.18599, -2.67606, -2.07371], [-3.50055, -1.13477, -2.61782], [-3.09174, -2.25486, 1.19093], [-3.40215, -0.63993, 1.81399], [-0.29575, -1.81168, -1.79582], [-1.89484, -2.43502, -1.35531], [1.46699, -2.40657, 1.37354], [2.20641, -2.71804, -0.19331], [2.12465, -4.02753, 1.00750], [-1.27268, -3.67741, 2.02628], [-0.63240, -5.28531, 1.62663], [-2.10460, -4.69658, 0.82824], [0.83606, -4.64862, -2.24858], [-0.69299, -5.41596, -1.78755], [0.80323, -5.84027, -0.93008], [3.43131, 2.08959, -1.04469], [2.94950, 0.25935, -0.70165], [3.78671, -0.71065, -2.16355], [3.99076, -0.38105, 0.79017], [1.33649, -0.11819, -0.66164], [4.44721, 2.27004, -0.68955], [2.72414, 2.76768, -0.56354], [3.37443, 2.24979, -2.11588], [4.87272, -0.61261, -2.10289], [3.43211, -0.31610, -3.11340], [3.50879, -1.76043, -2.08040], [4.92733, 0.17628, 0.85435], [4.19924, -1.43752, 0.63017], [3.40531, -0.26124, 1.70255], [0.98464, 1.42955, -3.64917], [0.13492, -0.05301, -4.16034], [-1.31916, -0.15429, -3.66485], [-2.01423, -0.90034, -4.39493], [-1.63699, 0.44436, -2.60605], [0.69605, -0.89482, -3.75728], [0.14626, -0.09281, -5.24269]]}

---

(3)
{"formula": "C17H43B3INO4P2", "method": "ωB97M-V with the def2-TZVPD basis set", "homo_energy_ev": -8.39, "elements": ["C", "C", "N", "B", "O", "B", "P", "O", "I", "O", "B", "P", "C", "C", "C", "O", "H", "H", "H", "H", "H", "H", "H", "H", "H", "H", "H", "H", "H", "H", "H", "C", "C", "C", "C", "C", "C", "H", "H", "H", "H", "H", "H", "H", "H", "H", "H", "H", "H", "H", "H", "C", "C", "C", "C", "C", "C", "H", "H", "H", "H", "H", "H", "H", "H", "H", "H", "H", "H", "H", "H"], "coordinates": [[0.93981, 4.02041, 3.66280], [1.47452, 4.21966, 2.25637], [1.01518, 3.22222, 1.26222], [-0.28690, 2.70290, 1.30876], [-0.53082, 1.35044, 0.99992], [-1.66039, 1.27143, 0.23924], [-1.55383, 0.61345, -1.57725], [-3.13124, 0.55217, -1.99821], [-0.84235, 2.76310, -2.52534], [-2.83920, 1.73493, 0.78982], [-2.64229, 2.86669, 1.58748], [-4.02523, 3.48089, 2.74940], [-5.42954, 2.35178, 2.37252], [-4.55830, 5.12483, 2.06398], [-3.69165, 5.65357, 0.92281], [-1.40686, 3.47122, 1.59475], [-0.09199, 4.34583, 3.76845], [1.52966, 4.62133, 4.35592], [1.04224, 2.98281, 3.97764], [2.56046, 4.14909, 2.28801], [1.24555, 5.21712, 1.88677], [1.68060, 2.46368, 1.19578], [-3.63124, 1.27106, -1.60209], [-5.06122, 1.43168, 1.92763], [-5.99295, 2.13780, 3.27386], [-6.09573, 2.81756, 1.64690], [-5.58376, 5.01924, 1.71414], [-4.54984, 5.83883, 2.88347], [-3.74642, 4.99461, 0.05723], [-2.65611, 5.77972, 1.22610], [-4.05733, 6.62923, 0.60018], [0.34823, -2.14511, -3.28007], [-1.01218, -2.80288, -3.47909], [-1.43482, -3.67822, -2.30099], [-0.50897, -4.86170, -2.01474], [-0.31440, -5.82104, -3.18748], [-1.60571, -6.49222, -3.64610], [1.15083, -2.88035, -3.19336], [0.59368, -1.49258, -4.11953], [0.34574, -1.53892, -2.37456], [-1.00921, -3.38646, -4.40399], [-1.76711, -2.02328, -3.61541], [-2.45174, -4.04098, -2.47371], [-1.48802, -3.05538, -1.40145], [-0.91181, -5.41995, -1.16350], [0.46875, -4.49137, -1.69394], [0.40064, -6.59182, -2.88831], [0.14285, -5.29434, -4.02941], [-2.06585, -7.04977, -2.82756], [-1.41416, -7.19226, -4.46017], [-2.33302, -5.76351, -4.00655], [1.83630, -1.13279, 2.09938], [2.98664, -0.16593, 1.83900], [3.31382, -0.00696, 0.35400], [3.76608, -1.28937, -0.34531], [4.99217, -1.95757, 0.27401], [6.24309, -1.08422, 0.24288], [2.07182, -2.14599, 1.77118], [1.59663, -1.18074, 3.16247], [0.94400, -0.80108, 1.56515], [3.87316, -0.48410, 2.39404], [2.71934, 0.81764, 2.24044], [4.08129, 0.76405, 0.23827], [2.42577, 0.37139, -0.16562], [3.97951, -1.05508, -1.39277], [2.94042, -2.00606, -0.36251], [5.19111, -2.88406, -0.27036], [4.77768, -2.25281, 1.30488], [6.49405, -0.80151, -0.78153], [7.09938, -1.61363, 0.66207], [6.11119, -0.16838, 0.82101]]}

---

no.,E (eV)
1,-146801.4815
2,-160112.5059
3,-56723.9065